[1]
DFT (ωB97M-V/def2-TZVPD) results for a single C5H9O2P molecule at a distorted geometry.

The geometry in ORCA input format:
```
! RIJCOSX wB97M-V def2-TZVPD def2/J DEFGRID3
* xyz 0 1
O 0.73 2.06 0.14
C -1.76 -1.29 0.85
H 0.27 1.35 2.07
H -0.08 -1.21 -1.81
H -0.13 0.61 -2.00
H 1.93 -0.99 -0.11
C 1.50 -0.18 -0.74
C 0.33 1.10 1.04
H -2.24 -1.32 1.79
C 0.12 -0.25 -1.37
H -2.57 -1.38 0.06
H -1.00 -2.03 0.93
H 2.15 0.02 -1.59
O -2.22 1.11 -0.35
H 2.50 1.22 0.62
C 1.56 0.93 0.29
P -1.09 0.23 0.16
*
```

Computed properties:
* structure (SMILES): C[P@]1(=O)CC[C@H]2O[C@H]21
* total energy: -687.704107 a.u.
* E_LUMO: 0.0282 Ha
* max |F|: 3.77 eV Å⁻¹
* HOMO: -9.268 eV
* orbital gap: 10.04 eV
* relative energy (zero: lowest compared OMol25 entry of this formula, charge and spin): 145.3 kJ/mol

=====

[2]
DFT (ωB97M-V/def2-TZVPD) results for 2 unconnected molecules or ions with the total composition C5H9O3 at a distorted geometry.

The geometry in ORCA input format:
```
! RIJCOSX wB97M-V def2-TZVPD def2/J DEFGRID3
* xyz -1 1
O -3.16 3.35 0.71
H 1.30 0.61 1.17
C 1.94 -2.37 -1.59
C 1.22 -1.87 -0.59
H 0.96 -2.49 0.26
H -2.94 2.53 0.24
H 0.25 -0.70 1.60
O -0.73 1.99 1.70
O -1.80 0.72 0.18
H 2.14 -1.91 -2.54
C -0.82 1.01 0.92
H 1.18 0.21 -1.15
H -2.50 3.27 1.42
C 0.40 0.07 0.85
H -0.32 -0.50 -1.11
H 2.26 -3.41 -1.52
C 0.61 -0.50 -0.55
*
```

Computed properties:
* total energy: -421.696886 a.u.
* E_LUMO: 0.1320 Ha
* max |F|: 1.11 eV Å⁻¹
* HOMO: -4.649 eV
* orbital gap: 8.24 eV
* relative energy (zero: lowest compared OMol25 entry of this formula, charge and spin): 27.2 kJ/mol

=====

[3]
DFT (ωB97M-V/def2-TZVPD) results for a single C5H9O3 molecule at a distorted geometry.

The geometry in ORCA input format:
```
! RIJCOSX wB97M-V def2-TZVPD def2/J DEFGRID3
* xyz 0 2
O 0.48 0.99 -1.05
H 0.08 -2.15 -0.27
O 0.60 2.34 -0.37
C 1.43 -0.10 0.91
H -3.21 0.23 0.68
H 1.44 -1.13 1.27
O 2.66 -0.32 0.61
C 0.20 -0.01 -0.08
H -2.34 0.05 -1.00
H -0.98 0.19 1.80
C -1.10 0.18 0.70
C 0.15 -1.28 -0.93
C -2.28 0.13 0.11
H 1.05 -1.34 -1.55
H 1.33 0.64 1.72
H 1.22 2.81 -0.98
H -0.74 -1.23 -1.56
*
```

Computed properties:
* <S²>: 0.7536
* total energy: -421.400273 a.u.
* E_LUMO (alpha / beta): 0.0304 / -0.0325 Ha
* max |F|: 3.86 eV Å⁻¹
* HOMO (alpha / beta): -9.690 / -9.537 eV
* orbital gap (alpha / beta): 10.52 / 8.65 eV
* relative energy (zero: lowest compared OMol25 entry of this formula, charge and spin): 482.1 kJ/mol

=====

[4]
DFT (ωB97M-V/def2-TZVPD) results for a molecular structure, C5H9O3Sc at a distorted geometry.

The geometry in ORCA input format:
```
! RIJCOSX wB97M-V def2-TZVPD def2/J DEFGRID3
* xyz 0 1
C 0.01 -2.42 2.70
C 0.15 1.79 -0.99
H -0.49 2.99 -2.67
H 0.38 -1.67 1.95
H 0.28 3.90 -1.35
H -1.21 -2.82 4.38
O -0.89 -0.80 -0.32
H 0.99 1.72 -0.29
O 0.10 0.60 -1.77
H 0.63 -3.31 2.80
C 0.03 -0.60 -1.13
O 0.82 -1.47 -1.62
C 0.32 2.96 -1.92
H -1.83 -1.52 3.22
Sc 1.21 -1.94 -3.65
H -0.78 1.87 -0.40
C -1.02 -2.19 3.51
H 1.28 2.91 -2.45
*
```

Computed properties:
* total energy: -1182.236959 a.u.
* E_LUMO (alpha / beta): -0.0346 / -0.0339 Ha
* max |F|: 3.99 eV Å⁻¹
* HOMO (alpha / beta): -7.446 / -7.432 eV
* orbital gap (alpha / beta): 6.50 / 6.51 eV

=====

[5]
DFT (ωB97M-V/def2-TZVPD) results for a molecular structure, C5H9O3Tl at a distorted geometry.

The geometry in ORCA input format:
```
! RIJCOSX wB97M-V def2-TZVPD def2/J DEFGRID3
* xyz 2 1
H -2.15 -1.91 -2.75
O 1.69 -1.08 -2.31
H -2.81 2.70 2.52
H 0.27 2.25 2.40
H -1.49 3.81 3.09
C 0.78 -0.53 -1.78
H -1.18 -3.09 -0.67
C -0.79 2.08 2.15
O -1.07 1.32 1.21
H -0.68 -2.43 -3.63
H -1.79 2.32 3.97
Tl -0.08 0.42 -0.14
C -1.81 2.76 2.96
H -1.80 -3.64 -2.96
O -0.19 -1.38 -1.06
C -0.57 -2.69 -1.49
H 0.34 -3.28 -1.58
C -1.35 -2.66 -2.79
*
```

Computed properties:
* total energy: -593.263969 a.u.
* E_LUMO: -0.3878 Ha
* max |F|: 6.62 eV Å⁻¹
* HOMO: -19.219 eV
* orbital gap: 8.67 eV
* relative energy (zero: lowest compared OMol25 entry of this formula, charge and spin): 488.9 kJ/mol

=====

[6]
DFT (ωB97M-V/def2-TZVPD) results for a single C5H9OP molecule at a distorted geometry.

The geometry in ORCA input format:
```
! RIJCOSX wB97M-V def2-TZVPD def2/J DEFGRID3
* xyz 0 1
H -0.61 -1.00 -1.46
C -1.10 0.68 1.61
H -0.83 -2.07 -0.15
H -1.61 1.10 -0.30
C 1.63 0.34 -1.51
C -1.52 0.09 0.28
H 2.09 -0.38 -2.39
H 2.48 1.12 -1.20
H 0.58 1.40 2.84
H -1.85 1.25 2.26
P 1.16 -0.85 -0.08
C 0.06 0.83 2.12
H 0.84 0.90 -1.80
O 1.84 -2.12 -0.07
H -2.46 -0.27 0.24
C -0.69 -1.01 -0.38
*
```

Computed properties:
* total energy: -612.345229 a.u.
* E_LUMO (alpha / beta): -0.0139 / 0.0018 Ha
* max |F|: 6.12 eV Å⁻¹
* HOMO (alpha / beta): -8.392 / -7.886 eV
* orbital gap (alpha / beta): 8.02 / 7.94 eV
* relative energy (zero: lowest compared OMol25 entry of this formula, charge and spin): 398.2 kJ/mol

=====

[7]
DFT (ωB97M-V/def2-TZVPD) results for a molecular structure, C5H9P at a distorted geometry.

The geometry in ORCA input format:
```
! RIJCOSX wB97M-V def2-TZVPD def2/J DEFGRID3
* xyz 0 1
H -0.22 -0.27 -1.44
H -1.09 -0.47 1.44
H 0.80 -1.93 0.79
C 1.26 0.85 -0.24
H 1.53 -1.92 -0.62
P -2.51 0.76 -0.09
H 2.27 0.42 -0.58
C -1.17 -0.18 0.42
H -0.21 2.36 0.39
C -0.09 -0.50 -0.43
H 1.47 2.86 0.03
H -3.34 0.49 0.98
H -0.10 -2.64 -0.49
C 0.54 -1.90 -0.22
C 0.86 2.06 0.05
*
```

Computed properties:
* total energy: -537.118336 a.u.
* E_LUMO: 0.0017 Ha
* max |F|: 4.64 eV Å⁻¹
* HOMO: -8.640 eV
* orbital gap: 8.69 eV
* relative energy (zero: lowest compared OMol25 entry of this formula, charge and spin): 249.4 kJ/mol

=====

[8]
DFT (ωB97M-V/def2-TZVPD) results for 2 unconnected molecules or ions with the total composition C5H9P at a distorted geometry.

The geometry in ORCA input format:
```
! RIJCOSX wB97M-V def2-TZVPD def2/J DEFGRID3
* xyz 0 1
H -0.23 0.26 1.96
C 0.02 -1.12 -0.56
P -1.25 0.06 -1.21
H -3.27 -0.02 0.34
C 0.57 -2.30 -0.32
C -2.17 0.42 0.36
H 1.58 -2.32 -0.53
H -1.34 0.13 1.07
H 2.59 0.49 -1.41
H -0.07 -3.05 0.02
H 1.55 1.70 -1.93
H -2.40 1.50 0.48
C 0.44 0.19 -0.73
C 1.64 1.01 -1.04
H 2.10 1.52 -0.25
*
```

Computed properties:
* total energy: -536.997259 a.u.
* E_LUMO (alpha / beta): -0.0257 / -0.0314 Ha
* max |F|: 3.52 eV Å⁻¹
* HOMO (alpha / beta): -7.716 / -8.623 eV
* orbital gap (alpha / beta): 7.02 / 7.77 eV
* relative energy (zero: lowest compared OMol25 entry of this formula, charge and spin): 567.3 kJ/mol

=====

[9]
DFT (ωB97M-V/def2-TZVPD) results for a single C5H9P molecule at a distorted geometry.

The geometry in ORCA input format:
```
! RIJCOSX wB97M-V def2-TZVPD def2/J DEFGRID3
* xyz 0 1
C 0.45 0.82 -0.32
H 1.64 -0.32 -1.75
C -0.83 -0.69 1.27
H -0.62 -0.28 2.27
C 1.35 0.73 -1.61
H -0.84 -1.75 1.64
C 0.53 -0.48 0.51
H 1.40 -0.43 1.31
P -2.16 0.45 -0.91
H -3.05 -0.66 0.98
H 0.60 -1.33 -0.22
H 0.97 1.23 -2.57
H 0.45 1.84 0.17
C -2.11 -0.37 0.57
H 2.23 1.25 -1.33
*
```

Computed properties:
* total energy: -537.129691 a.u.
* E_LUMO: 0.0071 Ha
* max |F|: 3.38 eV Å⁻¹
* HOMO: -7.761 eV
* orbital gap: 7.95 eV
* relative energy (zero: lowest compared OMol25 entry of this formula, charge and spin): 219.6 kJ/mol

=====

[10]
DFT (ωB97M-V/def2-TZVPD) results for a molecular structure, C5H9P at a distorted geometry.

The geometry in ORCA input format:
```
! RIJCOSX wB97M-V def2-TZVPD def2/J DEFGRID3
* xyz 0 1
H 0.72 1.66 0.97
H -0.07 -0.23 2.44
H -2.16 -1.62 -0.72
H 2.24 -0.25 0.20
H 0.63 1.06 -1.99
C 1.44 -0.35 -0.52
H -1.27 -1.47 1.83
H -0.85 -1.06 -2.11
C 1.21 1.13 -1.12
C -1.13 -1.28 -1.08
H -1.85 0.08 1.65
C -0.83 -0.55 1.69
H 2.12 1.66 -1.26
C 0.19 1.46 0.02
P -0.38 -0.25 0.00
*
```

Computed properties:
* total energy: -537.021468 a.u.
* E_LUMO (alpha / beta): -0.0238 / -0.0194 Ha
* max |F|: 5.20 eV Å⁻¹
* HOMO (alpha / beta): -7.477 / -7.463 eV
* orbital gap (alpha / beta): 6.83 / 6.93 eV
* relative energy (zero: lowest compared OMol25 entry of this formula, charge and spin): 503.8 kJ/mol

=====

[11]
DFT (ωB97M-V/def2-TZVPD) results for a single C5HBr3N2 molecule at a distorted geometry.

The geometry in ORCA input format:
```
! RIJCOSX wB97M-V def2-TZVPD def2/J DEFGRID3
* xyz 0 1
Br -1.98 0.48 1.93
N 1.32 -0.37 -0.45
Br 0.69 -1.74 -2.79
Br -2.60 -1.10 -1.41
C -0.76 0.06 0.54
N 1.00 2.78 0.77
C 0.97 1.64 0.75
H 1.22 -0.33 1.63
C 0.72 0.24 0.72
C -0.97 -0.73 -0.55
C 0.38 -0.93 -1.12
*
```

Computed properties:
* structure (SMILES): N#C[C@@H]1N=C(Br)C(Br)=C1Br
* total energy: -8022.630830 a.u.
* E_LUMO: -0.0297 Ha
* max |F|: 2.88 eV Å⁻¹
* HOMO: -9.965 eV
* orbital gap: 9.16 eV
* relative energy (zero: lowest compared OMol25 entry of this formula, charge and spin): 0.0 kJ/mol

=====

[12]
DFT (ωB97M-V/def2-TZVPD) results for a single C5HF7N2O molecule at a distorted geometry.

The geometry in ORCA input format:
```
! RIJCOSX wB97M-V def2-TZVPD def2/J DEFGRID3
* xyz 0 1
C -0.92 -0.96 0.09
F 2.14 2.05 -1.43
N -0.39 -2.03 0.63
C 2.65 0.87 -1.73
N 0.93 -1.83 0.62
C 3.29 0.87 0.69
F 4.37 1.46 0.32
C 1.14 -0.66 0.02
O -0.04 -0.12 -0.39
F 1.86 0.34 -2.66
F 3.50 -1.09 -0.63
F 2.36 1.68 1.22
F 3.55 0.14 1.79
H -1.92 -0.67 -0.17
F 3.85 1.08 -2.28
C 2.74 -0.02 -0.45
*
```

Computed properties:
* structure (SMILES): FC(F)(F)C(F)(c1nnco1)C(F)(F)F
* total energy: -1074.894953 a.u.
* E_LUMO: 0.0258 Ha
* max |F|: 4.33 eV Å⁻¹
* HOMO: -10.904 eV
* orbital gap: 11.61 eV
* relative energy (zero: lowest compared OMol25 entry of this formula, charge and spin): 61.0 kJ/mol

=====

[13]
DFT (ωB97M-V/def2-TZVPD) results for 10 unconnected molecules or ions with the total composition C60H105N5O20 at a distorted geometry.

The geometry in ORCA input format:
```
! RIJCOSX wB97M-V def2-TZVPD def2/J DEFGRID3
* xyz 0 1
H -6.44 10.57 -1.14
C -4.92 1.53 -5.49
O -0.75 7.54 -5.73
O 3.21 -3.33 5.51
H 5.22 -1.40 2.69
H 7.09 2.50 0.63
C 2.17 -1.34 0.68
H -6.06 8.52 -0.13
H 0.92 -2.09 -1.77
H 4.69 -6.82 -4.85
C -3.50 3.86 3.68
O -8.69 9.58 0.11
C 3.44 0.93 4.24
C -3.02 -0.04 7.16
H 2.14 4.81 -1.36
H -6.59 1.39 -2.57
H 4.22 1.66 4.46
O 1.85 -2.23 -0.29
H 7.82 -7.05 1.60
C 0.08 -1.42 -4.76
C 6.12 2.71 0.21
H 1.28 -0.45 7.17
H -4.08 4.28 0.38
C -3.85 1.42 3.74
H 3.31 -5.42 3.67
H 3.60 -6.32 -3.56
H -3.08 1.11 0.49
H -3.47 -0.80 6.53
C 0.43 -1.87 -6.10
H 3.34 0.36 6.16
O 6.78 -7.80 -0.23
H -4.56 7.15 -1.37
H 1.73 -3.37 4.06
H -4.85 4.17 -1.41
C 4.28 -10.55 -4.70
H -8.91 11.03 -1.23
H -5.69 6.20 -2.21
H -7.44 10.52 -2.71
H 1.29 0.31 1.82
C 1.69 -7.33 3.13
C 3.79 2.38 -1.20
C 0.79 5.16 -2.78
H -6.90 10.25 1.07
H 0.70 1.25 7.17
C 2.64 0.92 5.54
H 1.80 7.48 -4.91
O 3.85 -0.37 3.73
H 1.40 -0.46 4.95
H -5.82 1.55 -7.52
H -2.11 5.77 -4.55
H -2.90 1.60 -5.36
C -4.39 4.70 -0.57
H -7.38 8.29 -2.72
H -1.57 -9.54 2.71
C -3.33 1.34 -0.54
C 1.05 -0.38 1.02
H 4.03 -5.97 -1.43
O -8.77 1.28 -4.07
C -1.59 2.38 3.71
H 4.92 -4.40 5.37
C 1.52 -3.24 -3.94
H -4.27 1.54 -3.43
C -0.60 4.99 -3.14
H 4.15 -7.56 -1.22
N -6.71 8.71 -2.08
H -0.24 -0.47 -4.37
H 2.94 1.46 3.44
C -8.55 10.00 -1.20
C -0.60 1.09 0.14
C -6.44 7.82 -0.87
O 1.40 -3.38 -7.56
H 0.48 -6.05 4.08
O 2.53 2.71 0.73
H 2.72 -6.05 5.23
C 4.93 2.77 0.87
C 6.13 -6.57 -0.57
C -5.90 1.51 -6.44
H 5.93 -7.68 -2.87
O -1.85 0.57 6.73
H -2.52 -8.12 2.51
C -0.22 6.63 -4.81
H 1.31 -3.95 5.59
C -2.46 1.30 3.68
H -7.38 7.38 -0.56
C 4.85 -0.37 2.75
H 2.76 -3.97 -1.14
H 2.73 5.97 -3.26
H 5.22 2.57 -2.90
O -0.61 -7.91 3.58
C 4.81 -6.73 -1.48
C -1.81 -8.59 3.19
H -0.77 -0.86 5.62
C 2.13 -3.97 4.87
C 0.66 0.29 6.66
H 6.81 -5.90 -1.10
H -3.62 0.54 -1.22
H -9.30 9.44 -1.77
H -3.04 -0.45 8.17
C -7.48 1.38 -4.56
H 1.41 -2.58 -8.09
H 5.56 0.41 3.01
C 0.64 -2.10 -3.70
H 8.79 -7.00 0.13
H 8.21 -8.57 0.74
C 6.21 2.70 -1.11
H 0.78 -9.09 2.53
H -4.00 4.82 3.71
H 1.98 -7.90 4.01
C -2.09 3.71 3.56
O -0.25 2.27 3.77
H 2.22 -1.96 1.58
N 5.28 -6.91 -2.85
N 0.71 0.55 -0.07
C -4.32 2.71 3.74
C 1.70 5.92 -3.59
H -5.98 3.82 3.79
C 3.69 -8.43 -3.91
H -9.42 1.28 -4.78
C 4.54 -3.42 5.07
H 0.03 -7.78 1.64
O -5.69 2.91 3.71
H -1.45 4.58 3.55
H 2.43 -7.46 2.34
H -1.98 0.35 3.86
H 2.55 1.91 5.98
H -1.14 4.42 -2.39
C -6.39 1.36 -3.63
N 1.27 0.47 5.32
H 1.92 -3.80 -3.10
H 2.92 -8.36 -4.68
H 4.53 -0.03 1.77
O -5.32 5.74 -0.23
C 5.02 2.56 -1.84
H -8.06 9.78 2.12
H -2.31 -8.81 4.14
C 4.32 -7.08 -3.86
C 2.89 -3.19 -0.39
H 4.67 -3.31 3.99
C -5.52 6.67 -1.24
H 0.17 -0.97 1.25
H -0.92 1.02 -1.96
H 3.56 -11.09 -4.08
H -3.44 5.03 -0.98
H 3.23 -8.81 -3.00
H 0.65 -0.10 -0.84
C 1.15 6.69 -4.57
O -3.62 1.32 -5.93
H 2.31 -4.62 -5.38
C -1.08 5.72 -4.23
H -0.28 2.56 -1.39
O 1.25 4.59 -1.63
O -2.43 2.22 -1.24
H 3.13 -0.84 0.59
H 5.07 -11.26 -4.96
H -0.88 -1.05 7.39
H 3.75 -10.17 -5.58
H 7.86 2.07 -1.54
H 0.06 -1.25 -6.90
H -1.22 0.23 0.37
H -7.95 1.58 -6.64
H 5.23 -2.68 5.48
H 1.82 2.17 0.36
C -7.18 10.06 -1.76
H -0.58 1.77 0.99
H 0.03 1.38 4.01
C -1.00 1.77 -1.17
C -7.98 10.29 1.15
H 2.98 -3.85 0.47
C -5.10 1.48 -4.12
H -4.37 1.68 -0.53
H 4.89 2.90 1.94
C 2.49 -5.41 4.38
C -0.75 -0.34 6.58
H 5.88 -5.95 0.29
H 3.88 -2.77 -0.56
H -4.45 0.53 3.84
C 7.96 -7.51 0.62
C 1.23 -3.02 -6.27
C -7.17 1.39 -5.92
O 4.80 -9.34 -4.08
N 1.39 -5.99 3.65
C 3.76 2.61 0.15
H -8.33 11.30 1.33
C 0.46 -8.06 2.61
O 0.45 -1.65 -2.47
O 7.36 2.86 -1.74
C 1.75 -3.71 -5.22
H -3.66 0.84 7.19
H -0.14 8.19 -6.09
H 3.01 2.42 -1.95
*
```

Computed properties:
* structure (SMILES): Oc1ccc(O)cc1.Oc1ccc(O)cc1.Oc1ccc(O)cc1.Oc1ccc(O)cc1.Oc1ccc(O)cc1.COCCNCCOC.COCCNCCOC.COCCNCCOC.COCCNCCOC.COCCNCCOC
* total energy: -4127.262463 a.u.
* E_LUMO: 0.0075 Ha
* max |F|: 4.16 eV Å⁻¹
* HOMO: -7.539 eV
* orbital gap: 7.74 eV
* relative energy (zero: lowest compared OMol25 entry of this formula, charge and spin): 0.0 kJ/mol